No. 1
C4H7N2O | ωB97M-V/def2-TZVPD

Element x y z (Å)
1 C -0.75814 -2.00930 0.68963
2 C 1.57825 2.11093 -0.12497
3 C 2.37145 3.03095 0.32364
4 C -1.50895 -0.70753 -1.07401
5 N -1.76773 -2.74918 0.62164
6 N -0.54849 -1.08190 -0.35861
7 O 1.05656 1.08507 -0.43305
8 H 0.15940 -2.08023 1.22598
9 H 2.57901 3.91923 -0.35785
10 H 2.78909 3.19306 1.34545
11 H -1.30090 0.10214 -1.75156
12 H -2.46685 -1.25726 -0.82654
13 H -1.84226 -3.49862 1.33301
14 H 0.24868 -0.36468 -0.09755

Atoms 1-6, force components in eV/Å:
C -0.287 -2.366 -0.505
C 0.633 -1.936 1.007
C 0.497 2.534 -0.769
C -1.635 -0.250 -0.282
N 0.235 -0.090 0.807
N 1.840 2.660 2.252

## Properties
**Electronic energy**: -9279.3096 eV
**Charge**: +1
**HOMO level**: -13.4 eV
**Frontier orbital gap**: 7.78 eV
**ΔE to the lowest compared entry with this formula, charge and spin**: 80.26 kcal per mole


No. 2
C30H78O6 | ωB97M-V/def2-TZVPD

Element x y z (Å)
1 C 3.58300 138.59500 75.85100
2 C 2.76100 139.02400 74.64900
3 C 1.95900 137.76800 74.14700
4 C 2.85600 136.51400 73.67800
5 C 2.09600 135.57400 72.75000
6 C 2.99100 134.44200 72.36200
7 H 4.52900 138.15200 75.62800
8 H 3.12200 137.96900 76.71000
9 H 3.95100 139.43800 76.50100
10 H 3.13800 139.74600 73.82500
11 H 1.95600 139.63500 75.16700
12 H 1.33900 138.13900 73.39200
13 H 1.34000 137.39500 74.83000
14 H 3.22200 136.04700 74.54600
15 H 3.93100 136.84900 73.24800
16 H 1.91100 136.18400 71.90300
17 H 1.30100 135.55400 73.30900
18 H 3.81400 135.04900 72.07500
19 H 2.61400 133.77200 71.54700
20 H 3.33500 133.95300 73.27700
21 C 1.29500 131.11300 63.12100
22 C 0.32600 131.90800 64.04100
23 C 0.33500 131.45400 65.55500
24 C 1.73800 131.75700 66.16900
25 C 1.71000 131.35900 67.54400
26 C 2.93100 131.96900 68.42000
27 H 2.23200 131.46000 63.39800
28 H 0.92400 131.59800 62.22800
29 H 0.92200 130.02200 63.13900
30 H -0.65100 131.70500 63.82500
31 H 0.20400 132.93100 64.13800
32 H 0.21100 130.34800 65.54800
33 H -0.57900 131.99000 66.18300
34 H 1.85000 132.76600 65.91200
35 H 2.59100 131.25300 65.65400
36 H 1.52600 130.20500 67.59300
37 H 0.74200 131.64200 67.72700
38 H 2.73300 131.30100 69.19100
39 H 2.75900 132.87800 68.70800
40 H 3.85500 131.75700 67.94000
41 C -5.95800 127.16400 68.99000
42 C -4.57900 126.99800 68.45600
43 C -4.51300 127.31800 66.83100
44 C -3.05500 127.22900 66.41900
45 C -2.94700 127.29200 64.89900
46 C -1.43300 127.30700 64.38300
47 H -6.70100 126.60900 68.66600
48 H -6.37700 128.28600 68.94300
49 H -6.04800 126.83700 69.99800
50 H -4.19400 125.98000 68.66300
51 H -3.92800 127.67500 68.83400
52 H -4.83900 128.24200 66.42400
53 H -4.86800 126.51200 66.41000
54 H -2.55200 126.46800 66.74300
55 H -2.38600 127.94600 66.57200
56 H -3.40200 128.25900 64.42800
57 H -3.34800 126.56100 64.23100
58 H -0.78800 126.38900 64.52700
59 H -0.85600 128.15700 65.01900
60 H -1.34800 127.50800 63.35600
61 C 1.68500 131.19500 72.92500
62 C 3.11100 130.93700 73.60600
63 O 3.57300 129.70400 73.12600
64 H 1.02100 130.10800 72.92500
65 H 1.85200 131.30600 71.94300
66 H 1.03800 131.93400 73.20900
67 H 3.10700 130.91700 74.75200
68 H 3.97900 131.59700 73.10400
69 H 4.50600 129.61300 73.36400
70 C 4.02400 127.56300 66.84800
71 C 3.16800 127.91800 68.04200
72 O 3.11900 126.96300 69.03600
73 H 3.77200 126.66000 66.32100
74 H 5.03100 127.59100 67.06800
75 H 3.86800 128.13500 65.92400
76 H 2.02300 128.00600 67.67300
77 H 3.50500 128.87000 68.63000
78 H 2.95300 127.26400 69.94300
79 C 3.43500 135.37800 64.44900
80 C 3.76200 134.13900 63.63300
81 O 4.74200 134.25800 62.64900
82 H 2.69800 135.90100 63.75600
83 H 4.29200 136.01900 64.70100
84 H 2.75200 135.24200 65.30200
85 H 3.04900 133.57600 63.27600
86 H 4.05600 133.53600 64.50900
87 H 4.55900 133.41100 62.00700
88 C 3.28100 133.27900 60.16800
89 C 3.82800 131.85000 60.37600
90 O 4.56500 131.74900 61.53700
91 H 2.59600 133.53600 60.98900
92 H 2.68400 133.37800 59.36800
93 H 3.93000 134.12100 60.01000
94 H 4.48700 131.27500 59.65800
95 H 3.04800 131.14500 60.54000
96 H 5.06200 130.97600 61.49400
97 C 5.93400 130.33000 65.92000
98 C 6.90200 131.09400 65.05700
99 O 8.18900 130.49800 65.21000
100 H 6.03400 129.27300 65.70800
101 H 4.95900 130.80200 65.96500
102 H 6.34600 130.40000 66.90200
103 H 6.94300 132.21400 65.10500
104 H 6.82100 131.24600 63.95000
105 H 8.65100 130.88000 64.45900
106 C 6.49500 131.29800 71.07800
107 C 6.89100 132.00600 69.74000
108 O 7.37500 133.30000 69.92800
109 H 6.35800 130.42800 70.90700
110 H 5.56700 131.53100 71.50100
111 H 7.20000 131.63500 71.88600
112 H 5.92500 132.06700 69.19900
113 H 7.67900 131.34500 69.02300
114 H 7.12100 133.70000 69.15400

Atoms 1-6, force components in eV/Å:
C 1.381 1.038 2.604
C -2.665 0.108 1.175
C 4.947 0.694 -2.867
C 2.096 3.291 -1.235
C 4.410 1.963 -1.334
C -0.762 -0.542 0.336

## Properties
**Electronic energy**: -44643.9709 eV
**HOMO level**: -9.1 eV
**Frontier orbital gap**: 9.51 eV
**Structure (SMILES)**: CCCCCC.CCCCCC.CCCCCC.CCO.CCO.CCO.CCO.CCO.CCO
**ΔE to the lowest compared entry with this formula, charge and spin**: 38.99 kcal per mole


No. 3
C60H60N12O12 | ωB97M-V/def2-TZVPD

Element x y z (Å)
1 O 3.93856 -1.09404 -1.06128
2 N 3.06961 -1.77154 -1.56475
3 O 2.73865 -1.68780 -2.73880
4 C 2.30205 -2.71621 -0.74561
5 C 1.44437 -3.61029 -1.35761
6 C 0.65703 -4.46626 -0.57926
7 C 0.84362 -4.47403 0.79248
8 C 1.73486 -3.58992 1.42182
9 C 2.44745 -2.71052 0.63755
10 H 1.24518 -3.53220 -2.41759
11 H -0.06015 -5.09570 -1.08504
12 H 0.26752 -5.03788 1.51589
13 H 1.74686 -3.57554 2.50173
14 H 3.09741 -1.98049 1.10480
15 O 2.75207 8.25895 -2.25764
16 N 3.08839 7.40873 -1.46564
17 O 4.13387 7.44200 -0.84529
18 C 2.21002 6.26552 -1.24263
19 C 2.64759 5.13497 -0.56316
20 C 1.81543 4.09627 -0.20045
21 C 0.47615 4.18771 -0.59891
22 C 0.04116 5.26515 -1.35040
23 C 0.89941 6.32219 -1.65344
24 H 3.68152 5.10715 -0.24232
25 H 2.22297 3.23748 0.31296
26 H -0.22790 3.42638 -0.28194
27 H -1.00229 5.30274 -1.63408
28 H 0.48983 7.19686 -2.14117
29 O 1.37864 -3.32624 4.64129
30 N 0.93341 -2.92072 5.69084
31 O 1.40918 -3.16705 6.77678
32 C -0.25221 -2.08340 5.66291
33 C -0.95395 -1.87621 4.48818
34 C -2.00278 -0.97189 4.41028
35 C -2.44381 -0.37866 5.58922
36 C -1.82731 -0.67596 6.79494
37 C -0.72493 -1.47544 6.83689
38 H -0.52154 -2.41650 3.65059
39 H -2.59126 -0.84878 3.51528
40 H -3.32669 0.24205 5.50406
41 H -2.24257 -0.18898 7.66876
42 H -0.25907 -1.70430 7.78662
43 O -9.62006 0.05473 -1.81428
44 N -8.90622 0.04175 -2.79874
45 O -9.28232 0.19816 -3.93964
46 C -7.48729 -0.34962 -2.59217
47 C -6.57114 -0.29549 -3.62493
48 C -5.29787 -0.81337 -3.47542
49 C -4.88770 -1.28771 -2.23606
50 C -5.78156 -1.28963 -1.15727
51 C -7.07900 -0.81979 -1.35596
52 H -6.94896 -0.00518 -4.59864
53 H -4.65011 -0.88942 -4.33838
54 H -3.91226 -1.71227 -2.04427
55 H -5.50991 -1.59652 -0.15813
56 H -7.72428 -0.85320 -0.48803
57 O 0.73247 -0.42475 2.40742
58 N 1.05813 -0.17229 1.26666
59 O 2.06791 0.45102 1.00825
60 C 0.22877 -0.59586 0.15011
61 C -0.56327 -1.71463 0.30351
62 C -1.20017 -2.29253 -0.76398
63 C -1.15720 -1.63223 -1.99840
64 C -0.45621 -0.42774 -2.13818
65 C 0.26665 0.07167 -1.06652
66 H -0.54334 -2.23904 1.25461
67 H -1.71115 -3.24482 -0.74188
68 H -1.80231 -1.94206 -2.81160
69 H -0.48644 0.07066 -3.09710
70 H 0.96260 0.89673 -1.15246
71 O -2.36724 -4.29508 1.65606
72 N -3.27916 -3.51360 1.47887
73 O -3.28406 -2.36069 1.82426
74 C -4.51392 -4.07193 0.90082
75 C -4.48900 -5.33533 0.29950
76 C -5.60731 -5.79439 -0.38135
77 C -6.75208 -5.03052 -0.41146
78 C -6.79886 -3.77591 0.19794
79 C -5.68990 -3.30505 0.85651
80 H -3.56744 -5.88061 0.45510
81 H -5.57074 -6.70985 -0.95535
82 H -7.63227 -5.33332 -0.96462
83 H -7.65211 -3.12024 0.09908
84 H -5.70253 -2.30000 1.25811
85 C 0.60934 1.79199 -4.86917
86 C 1.07959 2.57158 -3.78469
87 C 2.15260 1.87384 -3.27422
88 N 2.38735 0.75814 -4.03441
89 C 1.44867 0.74105 -5.02432
90 H -0.25614 2.10739 -5.43460
91 H 0.64605 3.50669 -3.47586
92 H 2.76758 2.14524 -2.42919
93 H 3.07231 0.07366 -3.77032
94 H 1.44863 -0.06338 -5.74502
95 C -1.68178 1.60875 2.27647
96 C -2.48957 2.55932 1.61859
97 C -1.95363 3.77483 1.87628
98 N -0.77789 3.65828 2.58325
99 C -0.60738 2.29607 2.79075
100 H -1.82904 0.54249 2.22629
101 H -3.37181 2.36786 1.02994
102 H -2.19017 4.76934 1.52359
103 H -0.12440 4.40150 2.72897
104 H 0.26965 2.06169 3.37543
105 C -1.40847 -1.35147 -5.84748
106 C -2.63642 -1.68323 -6.49419
107 C -2.74212 -3.04814 -6.57714
108 N -1.58936 -3.55778 -6.02603
109 C -0.75194 -2.55255 -5.66335
110 H -0.98891 -0.37150 -5.70141
111 H -3.33382 -0.95368 -6.87617
112 H -3.44666 -3.69198 -7.07274
113 H -1.43162 -4.53714 -5.87866
114 H 0.20695 -2.73109 -5.20332
115 C 6.39006 3.21083 -1.89584
116 C 5.34997 2.24309 -1.79881
117 C 4.84209 2.32809 -0.52445
118 N 5.43033 3.34699 0.10213
119 C 6.28696 4.00096 -0.75413
120 H 7.02793 3.35019 -2.75236
121 H 5.13758 1.42862 -2.47233
122 H 4.10209 1.75103 0.00985
123 H 5.33238 3.53981 1.08696
124 H 6.79649 4.88474 -0.40726
125 C 5.71233 -1.69004 2.75798
126 C 5.73414 -1.85991 4.16620
127 C 4.55012 -1.31651 4.60943
128 N 3.86383 -0.76558 3.57706
129 C 4.57705 -0.98668 2.42556
130 H 6.46060 -2.02865 2.05820
131 H 6.42022 -2.45189 4.74508
132 H 4.26166 -1.16753 5.64003
133 H 2.97038 -0.30576 3.59849
134 H 4.19245 -0.64496 1.47780
135 C 3.69246 4.37595 2.73804
136 C 3.58372 2.96314 2.92201
137 C 4.86363 2.49948 3.13428
138 N 5.72214 3.56219 3.23482
139 C 4.98865 4.69564 2.95576
140 H 2.94520 5.11382 2.49680
141 H 2.71814 2.32554 2.84330
142 H 5.23574 1.48604 3.14292
143 H 6.69902 3.53550 3.45427
144 H 5.52751 5.63044 2.99215

Atoms 1-6, force components in eV/Å:
O -0.057 -0.192 0.213
N -0.451 0.194 -0.269
O 0.261 -0.249 0.006
C 0.062 -0.792 0.532
C -0.663 0.158 -0.174
C 1.026 -0.010 0.035

## Properties
**Electronic energy**: -105625.9683 eV
**HOMO level**: -7.8 eV
**Frontier orbital gap**: 6.52 eV
**Structure (SMILES)**: O=[N+]([O-])c1ccccc1.O=[N+]([O-])c1ccccc1.O=[N+]([O-])c1ccccc1.O=[N+]([O-])c1ccccc1.O=[N+]([O-])c1ccccc1.O=[N+]([O-])c1ccccc1.c1cc[nH]c1.c1cc[nH]c1.c1cc[nH]c1.c1cc[nH]c1.c1cc[nH]c1.c1cc[nH]c1


No. 4
C14H80BF4O26 | ωB97M-V/def2-TZVPD

Element x y z (Å)
1 B -12.42353 22.66201 30.14826
2 F -12.77065 21.50164 30.75508
3 F -11.06694 23.00779 30.24079
4 F -12.72287 22.54174 28.81971
5 F -13.28110 23.60160 30.64465
6 C -17.69224 25.81706 31.68985
7 O -18.37592 24.78765 32.48142
8 H -16.60797 25.72100 31.74655
9 H -17.97952 25.73714 30.64143
10 H -17.83942 26.84790 32.01206
11 H -19.09506 25.26102 32.90610
12 C -8.23686 22.49312 27.47449
13 O -8.24478 21.26551 26.80231
14 H -9.18364 23.03088 27.52476
15 H -7.85707 22.38339 28.49027
16 H -7.46192 23.08143 26.98309
17 H -9.05865 21.24959 26.29342
18 C -13.99366 21.09477 25.66034
19 O -15.03648 21.89064 25.13928
20 H -14.24362 20.03384 25.65385
21 H -13.11425 21.31635 25.05565
22 H -13.79345 21.35197 26.70047
23 H -14.83533 22.81283 25.31451
24 C -12.81900 20.45666 35.18360
25 O -12.08331 20.82066 34.09784
26 H -12.56707 21.12847 36.00415
27 H -13.89785 20.46301 35.02826
28 H -12.50661 19.45525 35.47974
29 H -12.50704 21.61766 33.77098
30 C -14.14270 17.81286 28.87477
31 O -14.83672 16.78661 29.50118
32 H -13.09914 17.54344 28.71201
33 H -14.60561 18.11595 27.93566
34 H -14.09686 18.73871 29.44818
35 H -15.75160 16.80718 29.21107
36 C -11.35787 24.74749 34.57346
37 O -10.28137 25.59833 34.92625
38 H -11.17743 23.70499 34.83562
39 H -12.27805 25.06591 35.06333
40 H -11.44300 24.78021 33.48728
41 H -10.43051 26.45682 34.52331
42 C -14.99715 26.17713 34.70076
43 O -15.06420 26.00747 36.11051
44 H -15.75895 26.91713 34.45547
45 H -13.97044 26.50734 34.54290
46 H -15.09575 25.30756 34.05097
47 H -14.15996 26.01155 36.43289
48 C -15.63869 25.15423 26.44219
49 O -14.41763 24.80406 25.86016
50 H -16.27913 24.27343 26.48842
51 H -15.40328 25.64652 27.38576
52 H -16.03351 25.88837 25.73988
53 H -14.44584 25.15191 24.96584
54 C -13.69539 26.24982 31.13390
55 O -14.13324 27.59971 31.23652
56 H -12.81269 26.22921 30.49475
57 H -13.53333 25.67468 32.04552
58 H -14.49579 25.74227 30.59551
59 H -14.57768 27.85785 30.42569
60 C -8.87471 21.45818 33.47395
61 O -7.66609 20.90639 33.08284
62 H -8.79573 21.82391 34.49772
63 H -9.13768 22.29913 32.83227
64 H -9.66811 20.71078 33.47389
65 H -7.02799 21.49197 33.49699
66 C -10.64734 24.17018 24.14149
67 O -11.39170 23.22395 24.82941
68 H -11.22174 25.09655 24.14177
69 H -9.70480 24.27996 24.67784
70 H -10.43064 23.90698 23.10618
71 H -11.64472 23.55788 25.69317
72 C -15.78200 19.71259 31.87843
73 O -16.79679 20.44024 32.47052
74 H -15.69932 18.72670 32.33591
75 H -15.91750 19.66845 30.79779
76 H -14.87494 20.29361 32.04507
77 H -16.72841 21.36331 32.21584
78 C -10.61910 28.09962 30.43076
79 O -9.87203 29.04492 29.70448
80 H -11.39348 28.50743 31.08048
81 H -10.99689 27.41287 29.67329
82 H -9.91677 27.52599 31.03556
83 H -9.36007 29.53576 30.35146
84 C -16.15960 21.56444 28.58377
85 O -15.87484 22.55766 29.53356
86 H -16.71182 21.98408 27.74290
87 H -15.29241 21.05510 28.16348
88 H -16.84889 20.88934 29.09095
89 H -14.99827 22.93565 29.43180
90 O -7.96735 27.25569 28.96137
91 H -8.59177 27.98034 28.99617
92 H -8.50490 26.47051 29.06518
93 O -8.60515 20.27853 30.26218
94 H -9.41924 20.35382 29.76436
95 H -8.70150 20.90843 30.97644
96 O -6.48635 23.32596 31.09448
97 H -6.46284 24.26818 30.92747
98 H -6.38527 23.24778 32.04312
99 O -10.90453 20.25368 28.97453
100 H -11.63774 20.86167 29.06934
101 H -11.18479 19.64437 28.29158
102 O -12.57130 18.94071 32.10263
103 H -12.56726 19.62729 31.43568
104 H -12.28311 19.38110 32.90216
105 O -16.15680 23.18787 32.17713
106 H -16.00307 23.15646 31.23288
107 H -16.89580 23.78745 32.28016
108 O -9.88457 25.21568 28.94913
109 H -10.09445 24.62883 29.67563
110 H -10.44961 24.92367 28.23381
111 O -13.70083 23.13153 33.37462
112 H -14.63803 23.16250 33.18240
113 H -13.28589 22.98999 32.52373
114 O -10.19009 20.73367 25.06245
115 H -9.57534 20.71763 24.32892
116 H -10.70562 21.52859 24.92618
117 O -14.13263 16.67631 32.26807
118 H -14.56010 16.73533 31.41366
119 H -13.47286 17.36967 32.25474
120 O -11.81949 18.83230 26.51947
121 H -11.11326 19.34517 26.12650
122 H -12.08460 18.22214 25.83124
123 O -12.23883 24.38151 27.34379
124 H -12.45971 23.58782 27.83114
125 H -13.08321 24.73125 27.05931

Atoms 1-6, force components in eV/Å:
B 1.031 0.578 0.687
F 0.243 -1.676 0.960
F -0.398 -0.086 0.534
F -0.798 -1.332 -2.066
F -0.618 1.737 0.680
C 0.097 -0.126 -0.100

## Properties
**Electronic energy**: -80601.4722 eV
**Charge**: -1
**HOMO level**: -6.8 eV
**Frontier orbital gap**: 8.28 eV